(1)
{"formula": "C30H50AlP2S", "method": "ωB97M-V with the def2-TZVPD basis set", "species": ["Al", "C", "C", "C", "C", "C", "C", "H", "H", "H", "C", "H", "H", "H", "C", "H", "H", "H", "C", "H", "H", "H", "C", "H", "H", "H", "C", "C", "C", "C", "C", "C", "C", "C", "H", "H", "H", "H", "H", "H", "H", "H", "H", "H", "H", "H", "P", "C", "H", "H", "H", "C", "H", "H", "H", "C", "H", "H", "H", "P", "C", "H", "H", "H", "C", "H", "H", "H", "C", "H", "H", "H", "S", "C", "C", "C", "C", "C", "C", "H", "H", "H", "H", "H"], "positions_angstrom": [[1.260, -0.870, -1.589], [1.184, -1.757, 2.745], [2.505, -1.974, 2.274], [1.991, 0.238, 1.946], [0.878, -0.382, 2.560], [3.004, -0.739, 1.781], [0.292, -2.788, 3.320], [0.492, -3.774, 2.881], [-0.763, -2.540, 3.140], [0.427, -2.880, 4.411], [-0.391, 0.304, 2.900], [-1.119, -0.387, 3.338], [-0.841, 0.753, 1.998], [-0.226, 1.125, 3.618], [2.041, 1.664, 1.523], [2.031, 2.341, 2.395], [1.168, 1.922, 0.900], [2.948, 1.876, 0.948], [4.327, -0.541, 1.142], [5.075, -1.204, 1.595], [4.664, 0.495, 1.271], [4.297, -0.760, 0.062], [3.226, -3.266, 2.304], [3.514, -3.542, 3.331], [4.145, -3.218, 1.707], [2.603, -4.087, 1.919], [-0.456, -1.424, -2.122], [-0.068, -2.055, -0.886], [0.684, -3.378, -0.800], [2.161, -3.369, -1.222], [2.633, -2.100, -1.917], [2.040, -1.626, -3.145], [1.014, -2.472, -3.907], [-0.426, -2.239, -3.414], [0.149, -4.195, -1.315], [2.377, -4.294, -1.788], [0.633, -3.688, 0.259], [-0.962, -3.204, -3.348], [-1.174, -0.603, -2.139], [-0.586, -1.782, 0.034], [-0.978, -1.684, -4.195], [1.061, -2.192, -4.975], [2.573, -0.928, -3.790], [1.243, -3.556, -3.902], [2.777, -3.478, -0.314], [3.656, -1.821, -1.675], [-3.321, -0.687, 0.503], [-4.177, 0.075, 1.951], [-5.270, -0.019, 1.864], [-3.901, 1.138, 2.020], [-3.830, -0.430, 2.864], [-4.394, -0.104, -0.872], [-5.419, -0.475, -0.730], [-3.982, -0.510, -1.807], [-4.375, 0.991, -0.932], [-3.938, -2.418, 0.573], [-3.361, -2.994, -0.167], [-5.007, -2.470, 0.324], [-3.754, -2.846, 1.566], [1.687, 2.305, -2.654], [3.488, 2.523, -2.881], [3.797, 2.546, -3.935], [3.920, 1.616, -2.413], [3.901, 3.410, -2.368], [1.017, 2.180, -4.351], [1.232, 1.155, -4.702], [1.428, 2.903, -5.076], [-0.074, 2.290, -4.308], [0.977, 3.790, -1.857], [1.117, 4.739, -2.411], [1.438, 3.880, -0.857], [-0.103, 3.610, -1.692], [-1.771, 2.076, -0.151], [-2.442, 3.175, 0.949], [-3.781, 3.625, 0.788], [-4.362, 4.447, 1.742], [-3.631, 4.852, 2.870], [-2.295, 4.447, 3.019], [-1.697, 3.631, 2.070], [-4.333, 3.291, -0.091], [-5.394, 4.776, 1.610], [-4.099, 5.482, 3.626], [-1.717, 4.774, 3.886], [-0.659, 3.306, 2.170]], "lowdin_charge": [0.43, -0.22, -0.18, -0.21, -0.17, -0.21, -0.05, 0.07, 0.07, 0.09, -0.03, 0.07, 0.02, 0.10, -0.05, 0.09, 0.04, 0.07, -0.03, 0.08, 0.08, 0.06, -0.03, 0.11, 0.08, 0.08, -0.20, -0.15, -0.14, -0.15, -0.18, -0.19, -0.15, -0.16, 0.13, 0.13, 0.11, 0.12, 0.11, 0.09, 0.12, 0.12, 0.12, 0.12, 0.10, 0.11, 0.75, -0.28, 0.05, 0.01, 0.04, -0.32, 0.04, 0.03, 0.00, -0.30, 0.03, 0.04, 0.04, 0.81, -0.27, 0.05, 0.02, 0.05, -0.28, 0.03, 0.06, 0.05, -0.29, 0.06, 0.04, -0.01, 0.72, -0.71, -0.12, -0.07, -0.05, -0.07, -0.10, 0.10, 0.11, 0.11, 0.11, 0.09], "total_charge": 1, "fmax_ev_per_a": 6.005, "orbital_gap_ev": [5.09, 5.97], "lumo_energy_ev": [-4.42, -3.44]}

---

(2)
{"formula": "C30H50BCl3N2O2P2S2Ti", "method": "ωB97M-V with the def2-TZVPD basis set", "species": ["Ti", "C", "C", "C", "C", "P", "C", "N", "B", "N", "C", "P", "C", "C", "C", "C", "C", "C", "C", "C", "C", "C", "C", "C", "C", "C", "C", "C", "C", "C", "H", "H", "H", "H", "H", "H", "H", "H", "H", "H", "H", "H", "H", "H", "H", "H", "H", "H", "H", "H", "H", "H", "H", "H", "H", "H", "H", "H", "H", "H", "H", "H", "H", "H", "H", "H", "H", "H", "H", "H", "H", "H", "H", "H", "C", "C", "S", "C", "C", "S", "H", "H", "H", "H", "H", "H", "Cl", "C", "Cl", "Cl", "C", "O", "O"], "positions_angstrom": [[-1.004, -0.023, 0.004], [-2.033, -0.160, -4.537], [-0.831, 0.587, -3.960], [0.142, 0.945, -5.092], [-1.328, 1.904, -3.351], [-0.052, -0.413, -2.557], [1.648, 0.307, -2.469], [2.110, 0.087, -1.121], [1.236, 0.070, 0.017], [2.106, 0.175, 1.154], [1.635, 0.512, 2.473], [-0.100, -0.121, 2.590], [-0.865, 1.050, 3.856], [-2.252, 0.540, 4.249], [-0.013, 1.269, 5.112], [-1.034, 2.407, 3.161], [0.154, -1.831, 3.358], [1.067, -2.624, 2.409], [0.788, -1.810, 4.750], [-1.178, -2.582, 3.457], [3.417, 0.343, 0.716], [4.591, 0.536, 1.421], [5.777, 0.668, 0.700], [5.780, 0.615, -0.690], [4.597, 0.428, -1.404], [3.420, 0.289, -0.693], [0.315, -2.182, -3.131], [0.949, -2.278, -4.520], [1.277, -2.800, -2.105], [-0.960, -3.031, -3.140], [-2.550, 0.501, -5.237], [-2.744, -0.438, -3.757], [-1.739, -1.057, -5.084], [-0.379, 1.606, -5.790], [0.478, 0.080, -5.652], [1.016, 1.485, -4.729], [-1.819, 2.490, -4.134], [-0.510, 2.502, -2.949], [-2.047, 1.731, -2.549], [1.593, 1.378, -2.690], [2.306, -0.160, -3.205], [1.631, 1.597, 2.616], [2.255, 0.068, 3.255], [-2.206, -0.378, 4.835], [-2.873, 0.368, 3.366], [-2.745, 1.300, 4.861], [0.012, 0.402, 5.764], [-0.452, 2.094, 5.680], [1.012, 1.554, 4.874], [-1.672, 2.324, 2.283], [-0.081, 2.837, 2.852], [-1.503, 3.103, 3.864], [2.085, -2.236, 2.384], [0.673, -2.639, 1.392], [1.109, -3.657, 2.766], [1.682, -1.189, 4.806], [1.081, -2.832, 5.003], [0.082, -1.478, 5.510], [-1.562, -2.842, 2.476], [-1.942, -2.023, 3.995], [-1.011, -3.520, 3.994], [4.593, 0.591, 2.503], [6.707, 0.819, 1.231], [6.712, 0.726, -1.226], [4.606, 0.402, -2.487], [1.818, -1.633, -4.643], [0.230, -2.055, -5.308], [1.283, -3.309, -4.667], [2.264, -2.338, -2.119], [1.398, -3.859, -2.349], [0.875, -2.735, -1.092], [-1.756, -2.601, -3.745], [-1.333, -3.196, -2.136], [-0.718, -4.013, -3.556], [-3.768, 3.957, -0.146], [-2.577, 3.026, -0.136], [-2.925, 1.313, -0.005], [-1.301, 3.411, -0.199], [-0.818, 4.827, -0.282], [-0.048, 2.164, -0.158], [-4.693, 3.389, -0.211], [-3.730, 4.643, -0.994], [-3.802, 4.555, 0.768], [-1.647, 5.523, -0.406], [-0.129, 4.952, -1.119], [-0.274, 5.099, 0.626], [-3.599, -1.736, -1.459], [-3.359, -2.692, 0.023], [-4.390, -4.108, -0.006], [-3.753, -1.673, 1.425], [-1.829, -3.060, 0.118], [-1.510, -4.213, 0.216], [-1.065, -2.024, 0.085]], "lowdin_charge": [0.31, -0.09, -0.67, -0.08, -0.12, 1.16, -0.29, -0.04, -0.69, -0.03, -0.28, 1.16, -0.67, -0.09, -0.08, -0.11, -0.65, -0.07, -0.09, -0.09, -0.15, -0.01, -0.10, -0.10, -0.01, -0.16, -0.65, -0.09, -0.07, -0.09, 0.09, 0.05, 0.07, 0.09, 0.06, 0.07, 0.09, 0.06, 0.03, 0.09, 0.09, 0.10, 0.09, 0.06, 0.06, 0.09, 0.06, 0.09, 0.08, 0.03, 0.07, 0.09, 0.08, 0.06, 0.10, 0.07, 0.09, 0.07, 0.03, 0.05, 0.10, 0.11, 0.10, 0.10, 0.11, 0.07, 0.07, 0.09, 0.08, 0.10, 0.06, 0.05, 0.03, 0.10, -0.11, -0.75, 0.60, -0.71, -0.10, 0.74, 0.06, 0.08, 0.08, 0.07, 0.07, 0.08, 0.65, -1.46, 0.66, 0.65, -0.81, 0.08, -0.27], "total_charge": 0, "fmax_ev_per_a": 0.534, "orbital_gap_ev": 7.49, "lumo_energy_ev": 0.00}